# C18H19N4O3PdS2

C18H19N4O3PdS2 as an isolated structure (ωB97M-V/def2-TZVPD, OMol25).

Values from the calculation:
Charge ... -1
LUMO level ... 2.301 eV
HOMO-LUMO gap ... 0.218 Ha
2S+1 ... 1

CARTESIAN COORDINATES (ANGSTROEM)
H1 1.836 1.900 3.369
O1 0.945 1.482 -4.571
C1 -1.042 1.907 -5.753
C2 -2.099 0.011 3.513
C3 -1.203 0.463 1.107
H2 -1.255 -3.981 0.812
N1 1.313 -1.869 0.348
O2 0.822 1.077 -2.087
H3 3.775 -1.124 0.645
O3 3.584 1.260 0.629
N2 -1.220 1.147 -1.006
H4 2.387 -3.540 3.047
H5 -4.111 -0.534 2.905
S1 -0.496 0.079 2.671
H6 -0.458 -2.128 -0.650
H7 -2.857 -1.718 2.475
C4 -1.134 1.533 -3.360
C5 -0.297 -3.511 0.997
H8 -4.236 2.104 -4.636
C6 -3.161 1.974 -4.613
Pd1 1.615 0.949 0.110
H9 4.078 -2.066 2.118
C7 -0.388 1.636 -4.547
H10 -0.443 1.980 -6.652
C8 3.351 -1.430 1.601
H11 -2.904 2.282 -6.727
C9 -3.081 -0.654 2.565
H12 -1.969 -0.565 4.430
C10 -0.442 1.238 -2.067
N3 3.139 -0.223 2.391
H13 -3.068 1.622 -2.493
H14 2.389 3.047 2.140
C11 0.150 -2.485 0.177
C12 -2.515 1.706 -3.420
H15 3.562 2.310 3.261
H16 2.429 -0.364 3.100
C13 1.726 -3.262 2.234
C14 0.518 -3.911 2.044
H17 0.216 -4.714 2.705
H18 -2.431 1.019 3.767
C15 2.090 -2.230 1.369
S2 -2.936 0.140 0.939
C16 -2.412 2.073 -5.783
C17 2.881 1.018 1.685
C18 2.649 2.140 2.680
H19 1.200 1.301 -3.618
N4 -0.496 0.911 0.151